{"formula": "C24H30NO5SeSn", "method": "wB97M-V/def2-TZVPD", "total_charge": -1, "e_above_lowest_kj_mol": 109.75, "multiplicity": 1, "symbols": ["C", "C", "C", "C", "H", "H", "C", "H", "H", "C", "H", "H", "C", "C", "C", "O", "O", "O", "O", "C", "H", "H", "H", "C", "H", "H", "H", "O", "H", "H", "C", "C", "H", "H", "H", "H", "H", "H", "Sn", "C", "C", "C", "H", "C", "C", "H", "H", "H", "H", "C", "C", "C", "H", "C", "C", "H", "H", "H", "H", "Se", "C", "N"], "positions_angstrom": [[-0.15110, -0.21489, -3.28909], [-0.63125, -1.18718, -2.20764], [-0.31182, 1.20878, -2.73997], [-1.39938, 1.07371, -1.65231], [-0.58881, 1.92028, -3.52388], [0.63275, 1.53248, -2.27722], [-1.04533, -0.31571, -1.00971], [0.14720, -1.90141, -1.94151], [-1.51503, -1.74736, -2.56662], [0.11063, -0.22729, -0.04111], [-1.92961, -0.72355, -0.49896], [-2.34914, 0.89603, -2.18687], [-1.57483, 2.19861, -0.71730], [1.35025, -0.36515, -3.63018], [-1.02837, -0.39110, -4.58598], [-1.82162, 0.47391, -4.91192], [2.15366, -0.92692, -2.89722], [1.66598, 0.24276, -4.77425], [-0.94874, -1.53169, -5.28507], [0.03395, -2.55642, -5.05645], [0.14074, -2.80984, -3.98518], [1.00447, -2.24048, -5.47439], [-0.33672, -3.42475, -5.60550], [3.04909, 0.25929, -5.10093], [3.63296, 0.78937, -4.33194], [3.11947, 0.78664, -6.05686], [3.44245, -0.76395, -5.20259], [-0.42020, 0.24281, 1.12906], [0.88851, 0.46442, -0.38085], [0.55895, -1.22321, 0.08715], [-2.93421, 2.54273, -0.33391], [-0.45300, 3.04364, -0.34909], [-0.01801, 3.59433, -1.21074], [0.39184, 2.50465, 0.12347], [-0.76242, 3.81706, 0.39244], [-2.98167, 2.92049, 0.70683], [-3.63615, 1.69243, -0.41076], [-3.35044, 3.34822, -0.97275], [0.02567, 0.02918, 3.01572], [-1.70333, -0.85611, 4.70619], [-2.26512, -0.81915, 3.39263], [-1.59412, -1.80229, 2.59335], [-3.09011, -0.19730, 3.10583], [-0.48760, -2.34574, 3.33487], [-0.55951, -1.81902, 4.66983], [0.14583, -2.04586, 5.48665], [-1.98164, -0.17993, 5.52783], [-1.83333, -2.04449, 1.56774], [0.20083, -3.10206, 3.00799], [1.96333, 1.38097, 3.59726], [1.98570, 0.23484, 4.47434], [2.13390, -0.96649, 3.67881], [1.87062, 0.28196, 5.55465], [2.26270, -0.55673, 2.31769], [2.17458, 0.90135, 2.27541], [2.22572, 1.50533, 1.38215], [1.81458, 2.40435, 3.89749], [2.18178, -1.97153, 4.05780], [2.41106, -1.20621, 1.46996], [0.00425, 0.01066, 8.04925], [0.01884, 0.04665, 6.40761], [-0.03966, 0.11591, 5.19877]], "nbo_charge": [-0.27, -0.41, -0.39, -0.26, 0.24, 0.21, -0.21, 0.24, 0.21, -0.05, 0.22, 0.21, 0.12, 0.83, 0.84, -0.58, -0.61, -0.52, -0.52, -0.26, 0.20, 0.19, 0.20, -0.26, 0.20, 0.20, 0.19, -0.94, 0.15, 0.15, -0.66, -0.66, 0.19, 0.23, 0.21, 0.22, 0.21, 0.20, 1.77, -0.27, -0.40, -0.31, 0.23, -0.40, -0.31, 0.23, 0.24, 0.22, 0.22, -0.39, -0.27, -0.36, 0.25, -0.39, -0.35, 0.22, 0.23, 0.23, 0.23, -0.16, 0.00, -0.74]}

=====

{"formula": "C24H31AsBeN3S3Sb", "method": "wB97M-V/def2-TZVPD", "total_charge": -1, "e_above_lowest_kj_mol": 73.62, "multiplicity": 2, "symbols": ["Be", "S", "Sb", "S", "S", "C", "C", "C", "C", "C", "C", "As", "N", "C", "C", "C", "C", "C", "C", "C", "C", "C", "C", "C", "C", "C", "C", "C", "C", "C", "C", "H", "H", "H", "H", "H", "H", "H", "H", "H", "H", "H", "H", "H", "H", "H", "H", "H", "H", "H", "H", "H", "H", "H", "H", "H", "H", "H", "N", "N", "H", "H", "H", "H"], "positions_angstrom": [[1.86075, 2.36133, 0.37974], [3.68072, 4.72103, 4.12811], [3.37297, 4.53647, 1.89771], [1.31730, 4.48673, 0.81641], [3.93440, 2.43153, 1.04150], [-2.67809, -4.53449, 2.62755], [-1.92762, -3.43152, 1.90776], [-2.35964, -2.09704, 1.81215], [-1.66438, -1.16556, 1.09880], [-2.16454, 0.22530, 0.98055], [-0.40632, -1.50103, 0.51883], [0.78772, -0.16753, -0.34943], [0.78453, 1.20563, 0.89337], [1.02165, 0.80410, 2.21201], [0.55901, 1.65625, 3.20206], [0.62750, 1.29259, 4.53696], [1.11109, 0.03447, 4.87565], [1.66551, -0.81112, 3.87755], [1.61584, -0.39462, 2.57251], [-0.32248, 0.48036, -1.85784], [-0.94031, 1.72016, -2.05053], [-1.22415, 2.77217, -0.97535], [-1.39725, 2.07746, -3.34525], [-1.26209, 1.17882, -4.40104], [-1.75122, 1.51644, -5.73786], [-0.78674, -0.11040, -4.17363], [-0.21977, -0.44695, -2.95264], [0.29259, -1.84720, -2.74806], [0.04149, -2.82703, 0.65098], [1.32174, -3.28816, 0.09019], [-0.74577, -3.75646, 1.28340], [-2.07876, -4.91469, 3.48901], [-2.79220, -5.41358, 1.91829], [-3.67354, -4.23884, 2.97662], [-3.30814, -1.80589, 2.28274], [-3.24334, 0.25515, 1.29942], [-2.07479, 0.54619, -0.04115], [-1.61013, 0.91380, 1.59037], [0.17823, 2.63541, 2.92012], [0.28354, 1.92285, 5.31866], [1.13215, -0.26995, 5.89174], [2.22408, -1.70022, 4.15485], [2.12770, -0.86964, 1.75689], [-2.30633, 2.76198, -0.83223], [-0.91026, 3.75712, -1.33225], [-0.80315, 2.53196, -0.00239], [-1.90706, 3.03942, -3.51486], [-2.51926, 2.30216, -5.70927], [-2.13984, 0.64435, -6.25475], [-0.99057, 1.92580, -6.37543], [-0.93894, -0.94689, -4.84095], [0.05406, -2.49270, -3.58644], [-0.22826, -2.35565, -1.96650], [1.38002, -1.89987, -2.50070], [2.04503, -2.51923, -0.28615], [1.18472, -3.88601, -0.78780], [1.91896, -3.92591, 0.76672], [-0.34166, -4.80207, 1.31329], [3.11025, 1.54268, -2.04453], [2.05730, 2.39141, -1.48403], [2.63186, 0.60690, -2.03576], [3.74063, 1.41859, -1.24075], [1.27609, 2.35377, -2.17152], [2.37715, 3.36992, -1.48339]], "mulliken_spin": [0.00, 0.35, 0.38, 0.14, 0.11, 0.00, 0.00, 0.00, 0.00, 0.00, 0.00, 0.02, -0.02, -0.01, 0.00, 0.01, 0.00, 0.00, 0.01, 0.00, 0.00, -0.01, 0.00, 0.00, 0.00, 0.00, 0.00, 0.00, 0.00, 0.00, 0.00, 0.00, 0.00, 0.00, 0.00, 0.00, 0.00, 0.00, 0.00, 0.00, 0.00, 0.00, 0.00, 0.00, 0.00, 0.01, 0.00, 0.00, 0.00, 0.00, 0.00, 0.00, 0.00, 0.00, 0.00, 0.00, 0.00, 0.00, 0.00, 0.00, 0.00, 0.00, 0.00, 0.00]}

=====

{"formula": "C24H31BBrN7O2W", "method": "wB97M-V/def2-TZVPD", "total_charge": 2, "e_above_lowest_kj_mol": 0.00, "multiplicity": 3, "symbols": ["W", "C", "C", "C", "C", "C", "C", "N", "N", "B", "N", "C", "C", "C", "N", "C", "C", "C", "N", "C", "C", "C", "N", "C", "C", "C", "H", "H", "H", "H", "H", "H", "H", "H", "H", "H", "H", "H", "H", "H", "H", "H", "H", "H", "H", "H", "H", "H", "H", "H", "H", "H", "H", "H", "Br", "C", "C", "C", "C", "C", "N", "C", "O", "O", "H", "H", "H"], "positions_angstrom": [[0.16304, -0.11410, -0.02789], [-2.43431, -1.90002, 1.11076], [-2.17446, -1.18883, 2.44595], [-0.96165, -1.72392, 3.21381], [-2.06172, 0.28519, 2.21776], [-2.77846, 1.34539, 2.75072], [-2.28190, 2.48071, 2.12998], [-1.31144, 2.12970, 1.28475], [-1.15519, 0.77267, 1.33992], [-0.66559, 2.91559, 0.11774], [-1.15426, 2.23243, -1.19967], [-1.86458, 2.72895, -2.21659], [-2.16185, 1.71450, -3.11151], [-1.59399, 0.56440, -2.57651], [-0.98304, 0.89400, -1.42406], [-1.63490, -0.85350, -3.06139], [-3.06894, -1.38818, -3.00067], [-1.05311, -0.97627, -4.46983], [0.86643, 2.73359, 0.24688], [1.84877, 3.62359, 0.39006], [3.04949, 2.95490, 0.57326], [2.73838, 1.60288, 0.53420], [1.40917, 1.48421, 0.32410], [3.62100, 0.41089, 0.74701], [4.77028, 0.38508, -0.26022], [4.14056, 0.39864, 2.18917], [-2.19777, -2.96135, 1.16305], [-3.47056, -1.77903, 0.79564], [-1.84073, -1.48832, 0.26991], [-3.05567, -1.34228, 3.07056], [-0.02508, -1.55528, 2.67811], [-0.88158, -1.24239, 4.18758], [-1.05798, -2.79749, 3.37036], [-3.56168, 1.29347, 3.48680], [-2.57054, 3.51507, 2.22540], [-0.96613, 4.06479, 0.13239], [-2.12531, 3.77509, -2.23387], [-2.72805, 1.80080, -4.02254], [-1.01823, -1.45471, -2.37586], [-3.71295, -0.82781, -3.67925], [-3.09227, -2.43467, -3.30261], [-3.48747, -1.30822, -1.99659], [-1.65341, -0.40836, -5.18169], [-0.02992, -0.60105, -4.52416], [-1.05898, -2.01804, -4.78879], [1.63073, 4.67935, 0.37052], [4.01788, 3.39593, 0.73400], [3.00817, -0.48917, 0.60464], [5.42169, 1.24870, -0.12141], [5.37458, -0.50995, -0.11426], [4.41324, 0.39991, -1.29156], [4.75736, 1.27723, 2.38042], [3.32423, 0.39316, 2.91202], [4.75386, -0.48605, 2.35674], [1.69766, 1.83811, -2.91941], [2.06437, 0.00906, -2.75161], [2.89496, -0.55209, -3.72053], [3.23706, -1.88445, -3.63693], [2.75107, -2.63224, -2.56812], [1.93828, -2.00303, -1.66202], [1.56700, -0.69945, -1.73385], [1.42162, -2.73527, -0.47179], [1.63459, -3.85953, -0.18386], [0.63169, -1.90405, 0.29475], [3.26190, 0.07524, -4.51991], [3.88101, -2.33304, -4.38138], [2.99156, -3.67666, -2.42420]], "mulliken_spin": [1.59, -0.01, 0.02, 0.01, -0.02, 0.00, 0.04, -0.02, 0.02, -0.09, 0.03, 0.03, 0.01, 0.01, 0.07, 0.03, 0.01, 0.01, 0.04, 0.04, 0.01, 0.02, 0.06, 0.02, 0.01, 0.01, 0.00, 0.00, 0.05, 0.00, 0.00, 0.00, 0.00, 0.00, 0.00, 0.00, 0.00, 0.00, -0.02, 0.00, 0.00, 0.00, 0.00, 0.00, 0.00, 0.00, 0.00, -0.02, 0.00, 0.00, 0.00, 0.00, 0.00, 0.00, 0.00, 0.05, -0.01, 0.01, -0.01, 0.01, -0.10, 0.04, 0.01, 0.01, 0.00, 0.00, 0.00]}

=====

{"formula": "C24H31Br48N4O2", "method": "wB97M-V/def2-TZVPD", "total_charge": 1, "multiplicity": 1, "symbols": ["C", "C", "O", "C", "O", "C", "C", "C", "N", "C", "N", "C", "N", "N", "H", "H", "H", "H", "H", "H", "H", "H", "H", "H", "H", "H", "H", "H", "H", "C", "Br", "Br", "Br", "H", "C", "Br", "Br", "Br", "H", "C", "Br", "Br", "Br", "H", "C", "Br", "Br", "Br", "H", "C", "Br", "Br", "Br", "H", "C", "Br", "Br", "Br", "H", "C", "Br", "Br", "Br", "H", "C", "Br", "Br", "Br", "H", "C", "Br", "Br", "Br", "H", "C", "Br", "Br", "Br", "H", "C", "Br", "Br", "Br", "H", "C", "Br", "Br", "Br", "H", "C", "Br", "Br", "Br", "H", "C", "Br", "Br", "Br", "H", "C", "Br", "Br", "Br", "H", "C", "Br", "Br", "Br", "H"], "positions_angstrom": [[-1.25350, 1.44598, 1.05063], [-0.27816, 0.95652, -0.07737], [0.76810, 0.14243, 0.49193], [0.95274, -1.03701, -0.19046], [1.01617, -1.02275, -1.36092], [1.12879, -2.39181, 0.51786], [-0.07839, -2.81363, 1.41116], [0.15989, -2.54272, 2.93361], [0.38559, -1.08954, 3.08660], [1.26263, -0.52442, 3.87580], [2.05703, -1.28101, 4.70198], [2.76236, -0.33984, 5.34613], [2.45836, 0.86715, 4.93431], [1.49952, 0.79060, 3.98585], [-0.70890, 1.39066, 2.01571], [-2.18342, 0.85831, 1.09861], [-1.49694, 2.51323, 0.90656], [-0.87562, 0.45226, -0.85115], [0.15915, 1.86876, -0.52194], [2.03506, -2.38250, 1.15266], [1.26457, -3.15938, -0.25600], [-0.15341, -3.91766, 1.34096], [-1.05664, -2.42129, 1.08171], [-0.76602, -2.76867, 3.49363], [1.01949, -3.17923, 3.24997], [-0.19471, -0.48221, 2.52056], [3.47723, -0.64673, 6.10893], [2.86246, 1.72921, 5.28134], [1.06125, 1.54847, 3.47671], [0.63476, 4.69890, 5.64977], [1.93123, 4.38527, 7.04669], [1.46925, 4.77415, 3.90912], [-0.80598, 3.41079, 5.70606], [0.19644, 5.67219, 5.83314], [2.87401, -6.25298, 4.45981], [2.43329, -4.38273, 4.21475], [3.49763, -6.63523, 6.24398], [1.38172, -7.36407, 3.94889], [3.68804, -6.47979, 3.78312], [1.66573, 5.41649, -1.73518], [2.90952, 6.88927, -1.78903], [2.57224, 3.71485, -1.63224], [0.37124, 5.62413, -0.31539], [1.11619, 5.42685, -2.66997], [-2.84121, 0.87720, -1.95741], [-1.61058, 2.35955, -2.03231], [-1.90702, -0.80561, -1.85015], [-4.11929, 1.07693, -0.52098], [-3.40214, 0.87441, -2.88383], [-7.46722, -0.38168, -1.60382], [-6.72283, -1.82864, -2.64390], [-8.74086, 0.64717, -2.62114], [-8.21005, -1.00559, 0.06539], [-6.65019, 0.28323, -1.36097], [0.97990, -10.83772, 1.75436], [-0.77958, -10.22154, 2.26116], [1.74876, -11.98975, 3.09871], [0.97349, -11.67002, 0.01398], [1.61456, -9.96325, 1.68588], [-8.03575, 0.75429, -6.82974], [-6.23007, 1.03427, -6.19666], [-9.12689, 2.33905, -6.62743], [-8.06280, 0.09475, -8.64228], [-8.47438, -0.01382, -6.20522], [-0.05156, 6.52176, -5.66274], [1.17450, 8.00580, -5.75085], [0.87047, 4.82737, -5.52385], [-1.34238, 6.74607, -4.24620], [-0.60208, 6.50835, -6.59718], [-5.26707, 6.34944, -5.98785], [-5.03422, 6.80147, -4.12274], [-3.57623, 6.12917, -6.89784], [-6.39951, 4.80456, -6.21369], [-5.77287, 7.18507, -6.45419], [5.66330, 6.08751, 2.81387], [6.50177, 4.54322, 2.01446], [4.22939, 6.77207, 1.72068], [5.07248, 5.72930, 4.61776], [6.41667, 6.86335, 2.87418], [2.22439, -15.78170, 1.31028], [3.47486, -16.26496, 2.69981], [3.09479, -15.59466, -0.40319], [0.73475, -17.00699, 1.22801], [1.82165, -14.80996, 1.56913], [-3.21825, -4.57128, 2.11378], [-3.09712, -3.09125, 3.35179], [-2.59898, -4.06782, 0.35966], [-2.28318, -6.12124, 2.77789], [-4.26664, -4.82839, 2.03117], [0.20732, 11.77630, -3.85791], [1.42591, 10.45479, -3.14429], [1.14881, 13.30329, -4.56958], [-1.00954, 11.01954, -5.15163], [-0.39343, 12.13075, -3.03064], [-1.69498, 4.96576, -10.55944], [-1.96348, 6.87718, -10.59262], [-1.18746, 4.34986, -8.79999], [-3.23142, 4.01248, -11.23175], [-0.86819, 4.74819, -11.22304], [4.16807, 11.08478, 1.91107], [2.39938, 11.67234, 2.41010], [5.02451, 10.10387, 3.34018], [4.14939, 10.08928, 0.25468], [4.76166, 11.97328, 1.73941], [6.68058, -16.65351, 5.84924], [5.82821, -14.95511, 5.49486], [5.53587, -18.14236, 5.39614], [8.40096, -16.78429, 4.98498], [6.85629, -16.70253, 6.91590]], "mulliken_charge": [-0.40, 1.06, -0.28, 0.24, -0.55, -0.60, -0.19, 0.33, 0.02, 0.56, -0.34, -0.23, -0.15, 0.43, 0.04, 0.00, 0.36, -0.75, 0.11, 0.34, 0.41, 0.40, 0.19, -0.24, -0.57, -0.22, 0.48, 0.17, 0.13, -0.40, -0.05, 0.03, -0.02, 0.43, -0.42, 0.06, -0.01, 0.03, 0.40, 0.39, -0.05, -0.01, -0.02, -0.38, -0.54, 0.08, -0.05, 0.02, 0.61, 0.36, -0.02, 0.00, -0.03, -0.36, -0.27, -0.01, 0.00, -0.01, 0.28, -0.28, 0.02, -0.05, -0.02, 0.30, -0.10, -0.02, -0.03, 0.20, 0.06, -0.39, -0.08, 0.03, 0.06, 0.37, -0.37, -0.04, 0.15, -0.02, 0.32, 0.04, 0.07, -0.01, -0.01, -0.07, -0.39, -0.04, 0.05, 0.04, 0.41, -0.36, 0.04, -0.02, -0.01, 0.36, -0.35, -0.02, 0.00, 0.00, 0.38, -0.35, -0.01, -0.04, -0.01, 0.37, -0.31, -0.02, -0.02, 0.00, 0.34]}

=====

E_tot, respectively: -108271.315, -130149.597, -112450.972, -3397472.033 eV.